# C43H49N6SeSi2Sm

A molecular structure, C43H49N6SeSi2Sm in a non-equilibrium geometry (ωB97M-V/def2-TZVPD, the Open Molecules 2025 dataset).

Positions of all 102 atoms, in Å:
Sm -0.09333 -0.20964 -0.00611
C -0.04227 -1.40380 3.94548
Si 0.38733 0.10753 2.83535
C -0.22697 1.58962 3.88303
C 2.31759 0.16043 2.99323
C 2.80731 0.27118 4.29942
C 4.16377 0.27434 4.57690
C 5.07283 0.14821 3.53659
C 4.60445 0.03919 2.23912
C 3.23636 0.05380 1.94378
Si 2.83481 0.00594 0.06084
C 3.68916 -1.56721 -0.63977
C 3.97596 1.38199 -0.65281
H 0.70426 -1.51282 4.73430
H -0.06027 -2.33636 3.37636
H -1.01701 -1.27910 4.42021
H 0.14456 1.51458 4.90750
H -1.31952 1.60965 3.93014
H 0.10450 2.54407 3.47117
H 2.10923 0.35850 5.12523
H 4.50751 0.37293 5.59907
H 6.13774 0.14344 3.73298
H 5.32370 -0.05359 1.43117
H 4.75093 -1.55920 -0.38248
H 3.61122 -1.61505 -1.72890
H 3.26075 -2.48664 -0.24905
H 4.96930 0.97474 -0.85206
H 4.08239 2.20294 0.05743
H 3.60919 1.80368 -1.59164
C -2.79302 -0.58231 -3.55079
C -1.43337 -0.98463 -4.04803
C -1.29825 -1.89888 -5.08701
C -0.04759 -2.26979 -5.54998
C 1.08310 -1.67095 -5.01881
C 0.98127 -0.71724 -4.01538
C 2.18724 0.04687 -3.54315
C -0.28299 -0.41481 -3.48911
N -0.38825 0.51837 -2.42263
C -0.73424 1.77250 -2.71082
C -0.96161 2.24345 -4.12475
C -0.84595 2.71586 -1.65552
C -1.31393 4.11082 -1.99054
N -0.53677 2.33472 -0.41266
C -0.49647 3.32543 0.60298
C 0.61891 4.16501 0.72022
C 1.75822 4.05250 -0.25338
C 0.63739 5.12170 1.72843
C -0.43212 5.26676 2.59645
C -1.53658 4.44031 2.46556
C -1.57790 3.46098 1.48327
C -2.76886 2.55497 1.33261
H -3.52964 -1.34898 -3.79119
H -3.11667 0.35364 -4.01531
H -2.77001 -0.43206 -2.47201
H -2.18824 -2.32274 -5.53851
H 0.04404 -3.01426 -6.33027
H 2.06257 -1.92538 -5.40735
H 3.10256 -0.36932 -3.96194
H 2.25764 0.03843 -2.45503
H 2.11124 1.09298 -3.85149
H -0.74430 1.45311 -4.83922
H -0.32739 3.10205 -4.35253
H -1.99819 2.55760 -4.27115
H -2.26589 4.07609 -2.52373
H -0.59953 4.62637 -2.63700
H -1.44585 4.70640 -1.09112
H 1.91534 3.01458 -0.54169
H 2.67645 4.44944 0.17844
H 1.54490 4.62202 -1.16245
H 1.50029 5.77126 1.82100
H -0.40569 6.02119 3.37209
H -2.38136 4.55522 3.13510
H -3.51420 2.76319 2.09953
H -2.45855 1.50837 1.41345
H -3.23109 2.68136 0.35086
C -4.08463 -0.29881 -0.07306
C -3.48323 -1.29114 0.58309
C -2.94877 -2.52250 -0.13055
C -3.21774 -3.75505 0.69403
C -3.16081 -3.68640 2.03381
C -3.08805 -2.39437 2.71619
C -3.27129 -1.26255 2.02844
C -3.19554 -4.87969 2.82169
N -3.17362 -5.83965 3.45446
H -4.40931 0.60203 0.43415
H -4.29498 -0.36996 -1.13285
H -3.42259 -2.62591 -1.11649
H -3.39269 -4.69321 0.18803
H -2.98749 -2.39325 3.79229
H -3.37876 -0.31391 2.54490
Se -2.26106 -4.43562 -2.77120
N -1.29889 -5.19060 -1.54466
C -0.58885 -4.57950 -0.57099
C 0.31775 -5.43341 0.09360
C 1.28798 -4.92879 0.92189
C 1.41377 -3.54537 0.99262
N 0.56998 -2.69848 0.43426
C -0.56613 -3.17544 -0.17701
N -1.51266 -2.23504 -0.28405
H 0.24606 -6.49054 -0.12569
H 1.96928 -5.57041 1.46052
H 2.23009 -3.09795 1.55061

Cartesian forces (eV/Å) of the 6 atoms listed first:
Sm -0.5 -0.9 -0.1
C 0.0 0.1 -0.2
Si 0.2 0.2 0.5
C 0.2 -0.2 0.0
C -0.6 0.0 0.2
C 0.2 0.0 0.0

As for the spin multiplicity: 6. As for the HOMO-LUMO gap (spin up / spin down): 4.6 / 4.4 eV. The calculation puts the LUMO energy (spin up / spin down) at -0.0787 / -0.0788 Ha. The expectation value of S² is 8.790. Its energy is -5634.76250 Eh.

---

# C3H8N4

2 unconnected molecules or ions with the total composition C3H8N4 in a non-equilibrium geometry (ωB97M-V/def2-TZVPD, the Open Molecules 2025 dataset).

Positions of all 15 atoms, in Å:
C -1.40937 -1.65503 -0.39612
N 0.50523 0.60406 -1.10313
N 1.06647 0.15963 0.10092
C -0.68696 0.24390 -1.68607
C 0.63308 1.32074 2.29937
N -1.52641 -0.67240 -1.45098
N 1.58532 1.83620 2.76441
H 0.97060 1.41190 -1.48855
H 1.02839 -0.85692 0.10550
H 2.58230 1.99009 2.70318
H -0.90346 0.87707 -2.54586
H 0.36239 0.54836 1.06464
H -2.32731 -2.24440 -0.40364
H -0.57431 -2.34318 -0.56822
H -1.30596 -1.22002 0.60456

Cartesian forces (eV/Å) of the 6 atoms listed first:
C 0.0 0.0 0.1
N 0.0 0.2 -0.2
N -2.0 0.7 2.2
C 0.1 0.0 0.1
C 0.7 1.4 1.9
N -0.1 0.1 -0.1

As for the HOMO-LUMO gap: 8.9 eV. The calculation puts the LUMO energy at 0.0263 Ha. Its energy is -337.98342 Eh.

---

# C2H4ClOPS

A molecular structure, C2H4ClOPS in a non-equilibrium geometry (ωB97M-V/def2-TZVPD, the Open Molecules 2025 dataset).

Positions of all 10 atoms, in Å:
C 0.45983 0.21157 -1.23642
C 0.54397 0.03447 1.26840
O -1.41367 -1.67459 0.05129
P -0.80610 -0.34270 0.04085
S 1.48401 1.06806 0.03985
Cl -2.25181 1.20675 0.02720
H 0.83001 -0.70388 -1.72462
H -0.01835 0.93283 -1.97503
H 0.32145 0.34951 2.25246
H 0.85066 -1.08203 1.25604

Cartesian forces (eV/Å) of the 6 atoms listed first:
C -1.8 0.6 -0.3
C -0.6 -2.4 -2.2
O 0.1 0.1 -0.1
P 0.3 1.7 0.0
S -0.7 -1.1 0.2
Cl 1.0 -0.9 0.1

As for the HOMO-LUMO gap: 10.3 eV. The calculation puts the LUMO energy at 0.0226 Ha. Its energy is -1353.61120 Eh.

---

# C12H21Br6FO3

4 unconnected molecules or ions with the total composition C12H21Br6FO3 in a non-equilibrium geometry (ωB97M-V/def2-TZVPD, the Open Molecules 2025 dataset).

Positions of all 43 atoms, in Å:
C 2.47478 -1.45568 0.77728
C 1.81364 -1.77300 -0.58572
O 0.39747 -1.67364 -0.60288
C -0.22753 -2.50677 0.35035
C -1.02455 -1.53569 1.26335
C -2.09633 -1.12064 0.22110
F -3.32787 -1.13673 0.83257
O -2.19873 -2.16733 -0.72920
C -1.48368 -3.21493 -0.19323
O -1.80190 -4.31084 -0.12038
H 2.97396 -2.34455 1.15078
H 3.22122 -0.67485 0.65048
H 1.75764 -1.07291 1.49732
H 2.19075 -1.05255 -1.30794
H 2.17130 -2.74674 -0.93619
H 0.38861 -3.26698 0.82972
H -1.58507 -2.21643 1.91287
H -0.46448 -0.74935 1.74349
H -1.89256 -0.14589 -0.22878
Br 3.52527 -4.89892 -1.20127
C 5.42670 -5.16835 -0.86547
C 5.71332 -5.38623 0.59611
Br 5.64956 -3.71991 1.59820
H 5.94281 -4.30592 -1.27526
H 5.69169 -6.05418 -1.43930
H 6.72570 -5.76112 0.73253
H 5.01060 -6.06544 1.06847
Br -1.15183 1.98753 -0.34821
C -2.10976 2.21111 -2.02805
C -2.95938 3.45201 -2.00973
Br -4.57794 3.18987 -0.95847
H -2.68577 1.30324 -2.18751
H -1.33724 2.28601 -2.79055
H -3.30519 3.69381 -3.01280
H -2.44395 4.31111 -1.59145
Br -3.02669 5.86975 3.19906
C -3.54971 6.98230 1.69089
C -2.81467 6.59281 0.43743
Br -0.97877 7.24184 0.45137
H -3.37291 8.01298 1.98190
H -4.61875 6.81759 1.57122
H -3.27310 7.05524 -0.43505
H -2.76666 5.51837 0.29095

Cartesian forces (eV/Å) of the 6 atoms listed first:
C -0.1 -0.1 -0.5
C 0.7 0.3 0.1
O 0.5 -0.7 -0.2
C -0.7 0.4 0.9
C -0.6 -1.8 -1.2
C 0.0 -0.1 0.4

As for the HOMO-LUMO gap: 10.0 eV. The calculation puts the LUMO energy at 0.0183 Ha. Its energy is -16239.47113 Eh.

---

# C9H14FN2

A gas-phase ion, C9H14FN2 (charge +1) in a non-equilibrium geometry (ωB97M-V/def2-TZVPD, the Open Molecules 2025 dataset).

Positions of all 26 atoms, in Å:
N -1.52510 -0.78860 1.83987
C -0.79079 -0.94109 0.51721
C -0.15454 -2.33764 0.43807
C 1.14628 -2.60319 0.36841
C 2.01254 -1.40012 0.63303
F 3.27822 -1.75167 0.65785
C 1.67075 -0.06524 0.61509
C 0.10658 0.34542 0.28766
N -0.36147 1.30872 1.26745
C -0.00725 0.68960 -1.19970
C 0.68976 1.98282 -1.60769
C 1.19979 0.73670 -2.10833
H -0.97543 -1.15499 2.59190
H -2.44671 -1.18955 1.95501
H -1.67573 -0.76708 -0.16006
H -0.97568 -3.05741 0.35008
H 1.80205 -3.53895 0.19525
H 2.46710 0.71783 0.59866
H 0.40034 1.87641 1.61665
H -1.21837 1.88926 0.99262
H -0.89247 0.57704 1.86053
H -0.95077 0.56164 -1.57266
H 1.16796 2.46869 -0.79687
H 0.22856 2.57005 -2.38248
H 0.94098 0.34486 -3.11144
H 2.13211 0.48223 -1.70326

Cartesian forces (eV/Å) of the 6 atoms listed first:
N 1.2 0.1 -0.1
C -1.6 0.2 0.9
C -1.5 -0.1 -1.2
C 1.5 1.0 0.7
C -1.4 1.7 -1.3
F 1.0 0.1 0.4

As for the HOMO-LUMO gap: 9.2 eV. The calculation puts the LUMO energy at -0.1272 Ha. Its total charge is +1. Its energy is -560.35782 Eh.

---

# C5H11P

2 unconnected molecules or ions with the total composition C5H11P in a non-equilibrium geometry (ωB97M-V/def2-TZVPD, the Open Molecules 2025 dataset).

Positions of all 17 atoms, in Å:
C -1.71148 -1.51527 0.61762
P -0.96960 -0.33352 -0.29625
C -2.34787 0.90600 -0.82419
C 0.51499 0.47717 0.27732
C 1.74673 0.09444 -0.06529
C 2.04208 -1.15307 -1.04818
H -2.52619 -2.03722 0.01587
H -0.89599 -2.11276 1.01372
H -2.86548 1.51958 -0.08346
H -2.00296 1.33504 -1.74980
H -3.13033 0.13032 -0.91140
H 2.66418 0.58467 0.31218
H 2.91196 -1.70967 -0.55224
H 2.34823 -0.75007 -1.89152
H 1.10690 -1.71627 -1.12558
H 1.92076 2.51610 2.04026
H 2.35029 2.05123 1.60263

Cartesian forces (eV/Å) of the 6 atoms listed first:
C -0.3 -1.0 -1.4
P -0.2 3.2 0.9
C 0.4 -2.6 0.6
C -0.4 -0.9 -0.9
C -0.2 -1.3 -0.9
C -0.5 -0.2 6.3

As for the HOMO-LUMO gap (spin up / spin down): 7.0 / 7.3 eV. The calculation puts the LUMO energy (spin up / spin down) at -0.0211 / -0.0182 Ha. Its energy is -538.22883 Eh.

---

# C3H3N3

A single C3H3N3 molecule in a non-equilibrium geometry (ωB97M-V/def2-TZVPD, the Open Molecules 2025 dataset).

Positions of all 9 atoms, in Å:
H 2.43177 0.70159 0.42816
N 2.04425 -0.30684 -0.05935
C 0.74841 -0.09029 -0.06070
C -0.38304 1.05567 -0.12601
N -1.42512 0.40149 -0.07102
C -1.15496 -0.96531 0.04189
N 0.00827 -1.35452 -0.24840
H -0.22555 2.24615 -0.22248
H -2.04403 -1.68794 0.31789

Cartesian forces (eV/Å) of the 6 atoms listed first:
H -0.7 -3.1 -2.1
N -1.8 5.3 2.8
C 2.6 -1.8 -2.2
C 4.2 1.4 0.7
N -3.5 1.0 0.4
C -2.8 -2.6 -0.1

As for the HOMO-LUMO gap: 9.5 eV. The calculation puts the LUMO energy at -0.0343 Ha. Its energy is -280.27216 Eh.

---

# C2H11NO2

3 unconnected molecules or ions with the total composition C2H11NO2 in a non-equilibrium geometry (ωB97M-V/def2-TZVPD, the Open Molecules 2025 dataset).

Positions of all 16 atoms, in Å:
C -2.40212 1.42163 0.47698
C -1.14844 0.57199 0.20308
N 0.01617 1.33806 -0.23217
H -2.13176 2.32081 1.03939
H -3.15214 0.80726 0.96696
H -2.78680 1.83497 -0.45875
H -1.49759 -0.14826 -0.54401
H -0.87410 -0.00500 1.09073
H 0.61504 0.91448 -0.92597
H 0.42744 1.70506 0.59975
O 2.74162 -0.32083 -1.05407
H 2.18862 -0.94462 -0.55152
H 2.52928 -0.58837 -1.96960
O 1.50232 -2.80493 0.24771
H 1.51448 -3.45843 0.94985
H 2.45799 -2.64382 0.16163

Cartesian forces (eV/Å) of the 6 atoms listed first:
C 1.0 0.6 -0.3
C -0.5 -0.3 -0.3
N -1.6 0.2 -0.4
H -0.2 -0.3 0.4
H -0.2 0.2 0.2
H -0.1 -0.3 -0.1

As for the HOMO-LUMO gap: 9.2 eV. The calculation puts the LUMO energy at 0.0194 Ha. Its energy is -288.00752 Eh.

---

# C4H3N3S

A single C4H3N3S molecule in a non-equilibrium geometry (ωB97M-V/def2-TZVPD, the Open Molecules 2025 dataset).

Positions of all 11 atoms, in Å:
S 2.72956 -0.05984 -0.56864
C 1.37175 0.19443 0.17521
C 0.48710 1.29300 0.67524
N -0.50043 1.46117 -0.08210
N -0.79049 0.71072 -1.10866
C -1.11158 -0.50840 -0.90901
C -0.69314 -1.10884 0.40483
N 0.58190 -0.96921 0.56710
H 0.64049 2.11249 1.53896
H -1.46641 -1.14389 -1.69725
H -1.24875 -1.98163 1.00432

Cartesian forces (eV/Å) of the 6 atoms listed first:
S 1.6 0.8 -0.9
C -2.7 -3.1 2.2
C 1.7 2.7 1.1
N -0.9 1.8 1.0
N -1.0 -0.6 -1.9
C 0.0 0.1 1.7

As for the HOMO-LUMO gap: 8.2 eV. The calculation puts the LUMO energy at -0.0301 Ha. Its energy is -716.52004 Eh.

---

# C7H13N4O2

A gas-phase ion, C7H13N4O2 (charge +1) in a non-equilibrium geometry (ωB97M-V/def2-TZVPD, the Open Molecules 2025 dataset).

Positions of all 26 atoms, in Å:
C -2.58441 1.28635 -0.74119
C -1.08080 1.15876 -0.82174
C -0.75178 -0.14366 -0.07550
N -0.98546 -1.42482 -0.61967
C 0.14927 -2.32691 -0.74662
N 1.39857 -1.54796 -0.60640
C 1.40657 -0.42816 -0.11838
C 2.45984 0.54268 0.22459
N 3.70479 0.37876 -0.28263
O 2.16073 1.52210 0.89461
C -0.64965 -0.06071 1.32704
N -0.19620 0.95651 2.07625
O -0.90575 -1.11183 2.01627
H -3.00985 0.31520 -0.44689
H -3.13028 1.75410 -1.58581
H -2.69106 2.01618 0.11632
H -0.53879 1.80423 -0.15391
H -0.70460 1.22435 -1.88063
H -1.43495 -1.36686 -1.56695
H 0.19295 -2.73126 -1.83779
H 0.16356 -3.16969 0.00751
H 3.90402 -0.40424 -1.03307
H 4.39616 0.99854 -0.26989
H 0.14902 1.67490 1.52728
H 0.07299 0.89654 3.06942
H -1.49490 -1.81310 1.52778

Cartesian forces (eV/Å) of the 6 atoms listed first:
C -0.9 1.8 1.4
C 0.7 -1.9 -0.7
C 2.8 0.5 -2.4
N -1.4 0.7 -1.2
C 1.3 -0.7 -1.4
N 0.4 -0.6 0.5

As for the HOMO-LUMO gap: 8.9 eV. The calculation puts the LUMO energy at -0.1464 Ha. Its total charge is +1. Its energy is -643.72103 Eh.

---

# CH7N2O

2 unconnected molecules or ions with the total composition CH7N2O in a non-equilibrium geometry (ωB97M-V/def2-TZVPD, the Open Molecules 2025 dataset).

Positions of all 11 atoms, in Å:
N 2.27079 0.51797 -1.35836
H 2.27970 0.72746 -0.37534
H 2.15182 1.42144 -1.80567
H 3.12668 0.06688 -1.61489
N -1.21970 -0.46740 -0.22448
C -1.58037 -0.11446 1.29103
O -1.47185 -1.10402 2.13731
H -1.76974 -1.30005 -0.38566
H -0.25978 -0.79247 -0.20500
H -2.61358 0.28175 1.12127
H -0.91398 0.76290 1.41980

Cartesian forces (eV/Å) of the 6 atoms listed first:
N -0.6 0.4 0.0
H 0.0 -0.3 0.4
H 0.2 -0.3 -0.3
H 0.5 0.1 -0.2
N -0.3 0.6 0.8
C 0.0 -0.5 -1.6

As for the HOMO-LUMO gap: 6.1 eV. The calculation puts the LUMO energy at 0.1398 Ha. Its total charge is -1. Its energy is -227.02423 Eh.

---

# C8H13N

A single C8H13N molecule in a non-equilibrium geometry (ωB97M-V/def2-TZVPD, the Open Molecules 2025 dataset).

Positions of all 22 atoms, in Å:
C -1.40987 -2.12760 -1.07537
C -0.72896 -0.84066 -0.65757
N -0.62070 0.28867 -1.45142
C 0.14455 1.17415 -0.73489
C -0.00253 2.63063 -1.14823
C 0.60902 0.57187 0.43932
C 1.48012 1.20736 1.49114
C 0.09791 -0.77549 0.55971
C 0.32701 -1.86053 1.52311
H -1.44878 -2.79567 -0.21685
H -0.83564 -2.61012 -1.88239
H -2.45342 -2.09361 -1.42401
H -1.38436 0.65970 -1.98264
H -0.49264 3.17631 -0.23660
H 0.99023 3.02054 -1.41019
H -0.64905 2.73975 -2.08513
H 0.99661 1.62981 2.30138
H 2.22249 0.47580 1.77688
H 2.01182 1.94843 0.85963
H -0.13519 -2.88634 1.28009
H -0.10033 -1.45854 2.39776
H 1.38169 -2.07446 1.67628

Cartesian forces (eV/Å) of the 6 atoms listed first:
C 0.0 0.2 -0.5
C 0.7 -2.3 2.1
N 0.3 -1.1 2.3
C -0.2 0.6 0.6
C -0.4 0.1 0.9
C -0.5 -0.2 0.3

As for the HOMO-LUMO gap: 8.1 eV. The calculation puts the LUMO energy at 0.0362 Ha. Its energy is -367.34199 Eh.